1.
Formula: C21H21B2DyF4N7O6
Source: the OMol25 dataset
Level of theory: wB97M-V/def2-TZVPD

```
! RIJCOSX wB97M-V def2-TZVPD def2/J DEFGRID3
* xyz 1 6
Dy 0.29400 -0.01230 0.22343
C 3.48975 -0.24764 -3.60347
C 2.45782 -0.52082 -2.56406
N 1.75518 0.36457 -1.95941
O 1.97291 1.66793 -2.33073
B 1.13737 2.52336 -1.52187
F 1.51306 3.81163 -1.58501
F 1.35598 1.99827 -0.10627
O -0.32601 2.43862 -1.77511
N -0.83292 1.20956 -1.47233
C -1.96543 0.85290 -1.95295
C -2.82577 1.69673 -2.82550
C -2.34745 -0.56516 -1.59958
N -1.44809 -1.18318 -0.92821
O -1.65594 -2.49385 -0.60869
B -0.40572 -3.13707 -0.11040
F -0.71741 -4.31722 0.45122
F 0.15702 -2.20362 0.94233
O 0.66269 -3.25565 -1.07729
N 1.13215 -1.99887 -1.35931
C 2.08853 -1.92442 -2.20731
C 2.74444 -3.07912 -2.88222
C -3.61936 -1.20148 -2.03884
H 3.60881 0.81991 -3.75350
H 3.21235 -0.71247 -4.54934
H 4.44412 -0.68010 -3.30055
H -2.34454 2.65053 -3.02095
H -3.78808 1.87068 -2.34256
H -3.02140 1.19174 -3.77186
H 2.30723 -4.01447 -2.54899
H 3.81205 -3.08037 -2.65851
H 2.64279 -3.00038 -3.96437
H -4.20616 -0.54600 -2.67454
H -4.21147 -1.47486 -1.16432
H -3.40245 -2.12903 -2.56912
O -2.47600 3.15518 7.22877
N -1.69610 3.35902 6.33536
O -0.86097 4.23260 6.31463
C -1.70603 2.41568 5.20232
C -2.14823 1.17238 5.46095
C -2.14140 0.18066 4.43077
C -2.67487 -1.10238 4.63843
C -2.68711 -1.98571 3.59507
C -2.11677 -1.59658 2.37702
N -1.57224 -0.40884 2.15776
C -1.61532 0.49002 3.17072
C -1.16942 1.84351 2.90110
N -0.75844 2.10843 1.63735
C -0.51948 3.37080 1.32056
C -0.63795 4.42636 2.23095
C -0.97188 4.15786 3.52934
C -1.25154 2.82851 3.90076
H -2.51540 0.92732 6.44878
H -3.08160 -1.36357 5.60509
H -3.10679 -2.97461 3.68938
H -2.11362 -2.29234 1.55160
H -0.23106 3.57575 0.30160
H -0.44532 5.43654 1.90149
H -1.03800 4.95179 4.25747
C 2.38772 -0.12275 1.68721
H 3.38990 -0.26090 1.25792
H 2.48669 0.02049 2.77130
*
```

Properties
E_HOMO (spin up / spin down): -11.68 / -11.68 eV
DFT total energy: -2981.7481 Eh
expectation value of S²: 9.33
Kohn-Sham gap (spin up / spin down): 5.9 / 5.9 eV
ΔE to the lowest compared entry with this formula, charge and spin: 0.00 kJ/mol

2.
Formula: C13H30MnN9OS
Source: the OMol25 dataset
Level of theory: wB97M-V/def2-TZVPD

```
! RIJCOSX wB97M-V def2-TZVPD def2/J DEFGRID3
* xyz 1 2
Mn 0.06309 0.43803 0.28437
N -0.01770 0.31965 2.35446
C -1.27739 0.92977 2.78569
C -1.38367 2.30014 2.14303
N -1.02078 2.25551 0.69683
C -2.23561 2.28309 -0.14307
C -2.92712 0.94068 -0.02181
N -1.93800 -0.08941 -0.37582
C -0.09854 3.36508 0.35599
C 1.28183 3.07565 0.91242
N 1.72364 1.75814 0.41965
H -0.00279 -0.66078 2.63224
H 0.77862 0.76307 2.81269
H -1.35796 1.02105 3.87226
H -2.07413 0.26919 2.45158
H -0.71403 2.99465 2.65082
H -2.39424 2.69774 2.27037
H -1.92476 2.44434 -1.17676
H -2.90204 3.10393 0.14064
H -3.82036 0.90632 -0.64845
H -3.25314 0.77601 1.00300
H -1.80995 -0.10042 -1.38355
H -2.21698 -1.02076 -0.08195
H -0.47813 4.32295 0.72727
H -0.04363 3.42986 -0.73226
H 1.26628 3.03370 2.00228
H 1.97400 3.87402 0.63883
H 2.50534 1.42738 0.98368
H 2.05564 1.82927 -0.53827
C 1.53591 -0.68888 -5.65661
N 0.95647 0.16881 -4.63912
C 0.95032 -0.09718 -3.33356
N 1.48662 -1.23123 -2.90503
S 0.23208 1.04363 -2.26642
H 1.55414 -0.14558 -6.59631
H 0.95286 -1.60176 -5.79359
H 2.56573 -0.94788 -5.40504
H 0.47749 1.00920 -4.91606
H 1.95556 -1.85818 -3.53680
H 1.57091 -1.37314 -1.89611
N 3.17962 0.73207 3.13244
C 2.94240 -0.31570 2.69875
N 2.61207 -1.47831 2.14828
C 2.04168 -1.33778 1.01249
N 1.50992 -1.17658 -0.02335
C -0.77042 -3.98514 -0.15224
C -0.63062 -3.37115 1.21531
C 0.01503 -4.19426 2.28888
O -1.01114 -2.23416 1.42570
H -0.07393 -4.80752 -0.30438
H -0.62639 -3.21926 -0.91294
H -1.78403 -4.38324 -0.24684
H -0.30827 -5.23387 2.23388
H -0.18769 -3.77847 3.27226
H 1.09618 -4.18231 2.12023
*
```

Properties
E_HOMO (spin up / spin down): -11.50 / -10.95 eV
DFT total energy: -2630.4520 Eh
expectation value of S²: 0.80
Kohn-Sham gap (spin up / spin down): 9.5 / 8.9 eV
ΔE to the lowest compared entry with this formula, charge and spin: 7.29 kJ/mol

3.
Formula: C5H4N2
Source: the OMol25 dataset
Level of theory: wB97M-V/def2-TZVPD

```
! RIJCOSX wB97M-V def2-TZVPD def2/J DEFGRID3
* xyz 0 1
C -0.80738 1.56426 1.81697
C 0.26057 1.68388 1.13454
C 0.58435 0.71618 0.22784
C 0.13234 0.54675 -1.15112
C -0.32514 -0.71390 -1.17177
N -0.00990 -1.42052 0.02482
N 0.93582 -0.53972 0.64405
H -0.84540 -1.27862 0.62345
H 0.01351 1.32634 -1.88931
H -0.94116 -1.21583 -1.90564
H 1.00240 -0.66882 1.64616
*
```

Properties
E_HOMO: -9.35 eV
DFT total energy: -302.2095 Eh
Kohn-Sham gap: 9.0 eV
ΔE to the lowest compared entry with this formula, charge and spin: 574.35 kJ/mol

Q: What is the formula in the second record?
A: C13H30MnN9OS

Q: Which of these has the lowest DFT total energy?
A: C21H21B2DyF4N7O6

Q: Among the records above, which one has the highest DFT total energy?
A: C5H4N2